Entry from OMol25: a cluster of 5 separate species, C15H35N5O5 in total at a distorted geometry (wB97M-V/def2-TZVPD).

Results
- energy above the lowest of the compared OMol25 structures with the same formula, charge and spin (kJ/mol) = 724.7
- SMILES = CNC(C)=O.CNC(C)=O.CNC(C)=O.CNC(C)=O.CNC(C)=O
- gap between HOMO and LUMO (eV) = 8.331

```
! wB97M-V def2-TZVPD RIJCOSX def2/J DEFGRID3
* xyz 0 1
C 2.044 -1.491 2.623
C 0.596 -1.303 2.363
O -0.199 -1.998 2.828
N 0.363 -0.188 1.631
C -1.071 0.082 1.233
H 2.361 -2.635 2.545
H 2.195 -1.150 3.585
H 2.857 -1.023 1.848
H 1.128 0.416 1.081
H -2.018 -0.260 1.888
H -1.226 -0.440 0.438
H -1.004 1.116 0.981
C -2.474 -4.524 -3.053
C -1.837 -3.266 -2.546
O -2.315 -2.190 -2.814
N -0.696 -3.503 -1.782
C 0.072 -2.412 -1.188
H -3.367 -4.307 -3.423
H -2.734 -4.964 -2.286
H -2.260 -5.106 -3.842
H -0.119 -4.423 -1.603
H 1.202 -2.581 -1.203
H -0.014 -2.607 -0.126
H 0.095 -1.477 -1.658
C 1.448 3.260 2.641
C 0.558 2.752 3.834
O 0.396 3.460 4.803
N 0.183 1.341 3.869
C -0.480 0.828 4.974
H 1.670 4.192 2.639
H 1.217 2.958 1.642
H 2.310 2.598 2.641
H 0.298 0.752 2.944
H -0.683 -0.164 4.975
H -1.437 1.518 5.194
H -0.052 1.072 5.950
C 2.240 3.292 -1.136
C 2.701 1.845 -0.968
O 2.875 1.495 0.151
N 3.041 1.171 -2.055
C 3.141 -0.294 -2.098
H 1.288 3.278 -0.809
H 2.167 3.528 -2.191
H 2.673 4.193 -0.425
H 2.748 1.613 -2.852
H 3.618 -0.725 -3.015
H 2.108 -0.618 -2.077
H 3.522 -0.690 -1.169
C -4.146 0.240 -1.597
C -2.914 1.044 -1.718
O -2.819 2.134 -1.217
N -1.911 0.451 -2.374
C -0.599 0.977 -2.641
H -4.448 -0.477 -2.416
H -5.166 0.806 -1.723
H -4.193 -0.348 -0.671
H -2.092 -0.543 -2.537
H -0.187 0.279 -3.350
H 0.001 0.984 -1.630
H -0.679 2.007 -3.108
*
```

Entry from OMol25: a structure of composition C15H35NO8P at a distorted geometry (wB97M-V/def2-TZVPD).

Results
- gap between HOMO and LUMO (eV) = 6.572

```
! wB97M-V def2-TZVPD RIJCOSX def2/J DEFGRID3
* xyz 1 1
C -5.464 -2.230 4.318
C -4.486 -1.055 4.507
O -3.364 -1.336 5.417
P -2.424 -2.536 5.064
N -1.036 -2.068 4.254
C -1.228 -2.024 3.016
O -1.459 -1.832 1.913
H -5.211 -2.767 3.401
H -5.306 -2.939 5.137
H -6.497 -1.900 4.288
H -5.031 -0.238 4.974
H -4.141 -0.657 3.550
H -2.012 -3.084 6.280
H -3.058 -3.553 4.340
C 3.365 -4.778 -3.367
O 2.331 -4.385 -2.484
C 2.135 -5.274 -1.400
C 1.905 -4.528 -0.102
O 3.044 -3.867 0.426
C 3.532 -2.710 -0.241
C 2.622 -1.502 -0.174
O 1.493 -1.652 -1.021
C 0.308 -1.122 -0.479
H 3.039 -5.605 -4.005
H 3.608 -3.922 -3.994
H 4.266 -5.071 -2.819
H 2.990 -5.948 -1.281
H 1.245 -5.879 -1.616
H 1.637 -5.274 0.652
H 1.053 -3.848 -0.187
H 3.812 -2.935 -1.270
H 4.451 -2.449 0.288
H 3.181 -0.619 -0.508
H 2.312 -1.344 0.866
H 0.180 -1.428 0.556
H -0.530 -1.514 -1.057
H 0.307 -0.031 -0.545
C 1.384 2.000 -2.265
O 0.225 2.752 -1.960
C -0.117 2.763 -0.588
C -0.547 4.140 -0.122
O 0.492 5.097 -0.038
C 1.055 5.601 -1.244
C 0.129 6.466 -2.073
O -0.859 5.688 -2.729
C -2.122 6.314 -2.802
H 1.170 0.927 -2.243
H 1.700 2.275 -3.270
H 2.201 2.231 -1.572
H 0.722 2.421 0.030
H -0.959 2.070 -0.445
H -0.913 4.030 0.904
H -1.386 4.511 -0.714
H 1.486 4.799 -1.844
H 1.883 6.235 -0.920
H 0.723 6.978 -2.841
H -0.333 7.222 -1.428
H -2.411 6.744 -1.837
H -2.853 5.552 -3.070
H -2.127 7.096 -3.568
*
```

Entry from OMol25: a structure of composition C15H36AlO6 (wB97M-V/def2-TZVPD).

Results
- energy above the lowest of the compared OMol25 structures with the same formula, charge and spin (kJ/mol) = 0.0
- gap between HOMO and LUMO (eV) = 6.988

```
! wB97M-V def2-TZVPD RIJCOSX def2/J DEFGRID3
* xyz -1 1
C 1.064 1.994 0.181
C 0.592 0.806 1.041
C 1.493 -0.439 0.937
C 1.956 -1.062 2.259
O 1.055 -1.966 2.795
Al -0.400 -1.639 3.761
C -1.360 -3.401 3.902
C -2.382 -3.600 2.809
O -2.505 -5.003 2.439
C 0.205 -0.874 5.520
C 1.449 -1.536 6.109
C 2.095 -0.776 7.261
O 1.184 -0.502 8.333
H 1.811 1.678 -0.553
H 0.238 2.458 -0.362
H 1.530 2.775 0.788
H 0.535 1.102 2.092
H -0.435 0.545 0.780
H 0.980 -1.237 0.390
H 2.388 -0.184 0.353
H 2.174 -0.233 2.963
H 2.917 -1.571 2.083
H -1.390 -0.554 3.012
H -1.836 -3.520 4.883
H -0.610 -4.198 3.821
H -2.139 -3.026 1.904
H -3.371 -3.257 3.142
H -2.946 -5.038 1.587
H 0.401 0.204 5.384
H -0.618 -0.932 6.245
H 1.227 -2.558 6.439
H 2.225 -1.641 5.337
H 2.519 0.159 6.871
H 2.917 -1.347 7.705
H 0.804 0.364 8.187
C -0.521 -0.483 -2.535
O -0.416 0.789 -3.147
C 0.864 1.084 -3.666
C 0.755 1.821 -4.983
O 0.265 1.011 -6.044
C -1.143 0.930 -6.176
C -1.732 2.040 -7.020
O -1.712 3.273 -6.329
C -1.600 4.396 -7.165
H -0.067 -0.503 -1.541
H -1.583 -0.706 -2.438
H -0.052 -1.253 -3.156
H 1.440 0.163 -3.809
H 1.419 1.724 -2.966
H 1.767 2.108 -5.279
H 0.154 2.724 -4.863
H -1.635 0.891 -5.203
H -1.335 -0.006 -6.708
H -2.766 1.765 -7.274
H -1.166 2.122 -7.957
H -0.772 4.285 -7.875
H -1.409 5.258 -6.529
H -2.520 4.578 -7.735
*
```

Entry from OMol25: a cluster of 3 separate species, C15H36BFN3O6PSi in total at a distorted geometry (wB97M-V/def2-TZVPD).

Results
- SMILES = [H]/N=C(\C)C[Si@@](CCF)(B(O)N(C)C)P(N)O.CCOC(C)=O.CCOC(C)=O
- gap between HOMO and LUMO (eV) = 8.168

```
! wB97M-V def2-TZVPD RIJCOSX def2/J DEFGRID3
* xyz 0 1
C -0.486 -0.272 5.348
C -0.028 -1.068 4.148
N 0.194 -2.320 4.176
C 0.180 -0.295 2.876
Si 0.691 -1.259 1.328
C 2.132 -2.446 1.650
C 3.254 -1.823 2.443
F 4.112 -2.811 2.952
B -0.871 -2.108 0.310
O -0.739 -2.148 -1.080
N -2.045 -2.588 0.963
C -1.839 -3.662 1.938
C -3.239 -2.797 0.140
P 1.646 0.363 0.023
N 2.525 -0.543 -1.144
O 0.312 0.857 -0.886
H 0.376 -0.037 5.978
H -0.947 0.671 5.056
H -1.194 -0.846 5.948
H 0.012 -2.706 5.104
H 0.908 0.501 3.069
H -0.750 0.238 2.646
H 2.517 -2.785 0.683
H 1.751 -3.313 2.192
H 3.868 -1.163 1.824
H 2.893 -1.248 3.299
H -1.078 -1.377 -1.551
H -0.927 -3.478 2.508
H -1.764 -4.630 1.432
H -2.668 -3.711 2.650
H -3.602 -3.825 0.223
H -4.044 -2.132 0.462
H -3.034 -2.608 -0.913
H 2.427 -1.549 -1.182
H 3.503 -0.290 -1.162
H 0.634 1.273 -1.690
O -3.715 -0.927 -4.218
C -2.606 -1.122 -4.630
O -1.563 -0.651 -3.908
C -0.195 -0.956 -4.218
C 0.401 -0.028 -5.253
C -2.347 -1.814 -5.946
H -0.089 -2.003 -4.504
H 0.318 -0.839 -3.264
H -0.092 -0.128 -6.220
H 1.460 -0.254 -5.382
H 0.302 1.009 -4.931
H -2.408 -1.065 -6.737
H -3.143 -2.536 -6.101
H -1.385 -2.313 -6.016
O 0.742 2.795 2.200
C 0.660 3.704 1.421
O 1.770 4.427 1.164
C 1.820 5.426 0.139
C 1.303 6.765 0.617
C -0.651 4.077 0.771
H 1.298 5.083 -0.755
H 2.878 5.493 -0.112
H 0.247 6.717 0.882
H 1.424 7.514 -0.167
H 1.860 7.090 1.496
H -1.190 4.735 1.453
H -1.223 3.161 0.647
H -0.559 4.575 -0.189
*
```

What did we get for E_tot? Answer: -33805.3924; -43270.2312; -35021.0366; -53457.1055 eV, in the order shown.